{
  "formula": "C59H68Cl2N9O3PSnTe",
  "method": "wB97M-V/def2-TZVPD",
  "elements": ["Sn", "C", "C", "C", "C", "C", "C", "C", "C", "N", "C", "O", "C", "C", "C", "C", "C", "N", "C", "O", "N", "C", "C", "C", "C", "C", "C", "C", "C", "H", "H", "H", "H", "H", "H", "H", "H", "H", "H", "H", "H", "H", "H", "H", "H", "H", "H", "H", "H", "H", "Cl", "C", "Cl", "H", "H", "C", "N", "C", "N", "C", "N", "C", "P", "C", "C", "H", "H", "H", "H", "H", "H", "H", "H", "H", "H", "H", "H", "C", "C", "N", "C", "C", "N", "H", "H", "H", "H", "H", "H", "C", "C", "C", "C", "C", "C", "Te", "N", "C", "O", "C", "C", "C", "C", "C", "C", "C", "C", "C", "C", "C", "C", "C", "C", "C", "C", "C", "C", "H", "H", "H", "H", "H", "H", "H", "H", "H", "H", "H", "H", "H", "H", "H", "H", "H", "H", "H", "H", "H", "H", "H", "H", "H", "H", "H"],
  "xyz": [[1.416224, -1.219599, 0.884421], [1.254551, -5.316235, 1.234400], [0.173885, -5.101298, 0.219376], [-0.921027, -5.945194, 0.151620], [-1.909233, -5.747149, -0.798219], [-1.785329, -4.706415, -1.701416], [-0.697901, -3.845408, -1.660175], [-0.570986, -2.727195, -2.646898], [0.283168, -4.032665, -0.683145], [1.373822, -3.169984, -0.537506], [2.507356, -3.476948, -1.162735], [2.666669, -4.310134, -2.054918], [3.705047, -2.764736, -0.588373], [4.981803, -2.874998, -1.124743], [6.041886, -2.322535, -0.423604], [5.810107, -1.719901, 0.800809], [4.505264, -1.667764, 1.274446], [3.503503, -2.166893, 0.572887], [4.152051, -1.218424, 2.666516], [5.054157, -1.034304, 3.488419], [2.842202, -1.106846, 2.859181], [2.382865, -1.002483, 4.170467], [2.673573, -2.036035, 5.078351], [3.422569, -3.256316, 4.637690], [2.244969, -1.938038, 6.390306], [1.533127, -0.835774, 6.826526], [1.215063, 0.160469, 5.921738], [1.611214, 0.087458, 4.592957], [1.194343, 1.177602, 3.651889], [1.008154, -6.140318, 1.899551], [2.195977, -5.542523, 0.734283], [1.414953, -4.409084, 1.821101], [-0.997223, -6.766340, 0.854693], [-2.768023, -6.404656, -0.835444], [-2.544767, -4.549834, -2.457610], [0.139605, -3.004501, -3.424567], [-1.533370, -2.506668, -3.105335], [-0.189305, -1.832526, -2.155290], [5.120277, -3.386153, -2.064594], [7.046677, -2.372205, -0.825282], [6.605989, -1.303805, 1.401545], [3.074898, -3.597041, 3.660857], [4.483644, -3.025827, 4.543798], [3.306460, -4.058178, 5.363985], [2.485602, -2.739018, 7.078874], [1.219185, -0.769309, 7.858078], [0.658458, 1.031415, 6.247109], [0.105750, 1.213050, 3.577171], [1.541244, 2.143368, 4.017133], [1.610244, 1.020969, 2.658927], [-2.092385, 0.673312, 1.081771], [-3.010116, -0.429087, 0.071327], [-2.286428, -2.042018, 0.116425], [-2.954893, -0.052844, -0.954438], [-4.035535, -0.476824, 0.433820], [-3.895222, -3.948782, 3.999501], [-3.892319, -2.567257, 4.454491], [-3.223612, -2.505970, 5.744131], [-1.880664, -3.051868, 5.726826], [-1.941631, -4.420304, 5.245001], [-2.573716, -4.546594, 3.942359], [-1.763596, -3.947814, 2.899132], [-1.458709, -2.104165, 3.101819], [-3.262616, -1.693245, 3.486153], [-0.988478, -2.243406, 4.918014], [-4.346078, -3.994597, 3.004825], [-4.508763, -4.530773, 4.698754], [-3.822106, -3.078566, 6.464029], [-3.178042, -1.463766, 6.069206], [-2.524278, -5.009031, 5.965645], [-0.926588, -4.823666, 5.189146], [-2.245073, -4.128879, 1.933425], [-0.791026, -4.444984, 2.882881], [-3.842880, -1.740574, 2.561264], [-3.296021, -0.666070, 3.865211], [-0.949525, -1.232898, 5.336334], [0.022074, -2.657868, 4.977104], [2.360763, 3.923160, -0.293094], [3.254626, 3.337108, 0.735976], [3.157752, 2.136958, 1.238407], [4.169763, 2.011518, 2.139679], [4.899036, 3.158879, 2.184804], [4.307091, 4.010282, 1.286146], [1.658100, 3.154634, -0.604115], [2.925693, 4.269356, -1.158515], [1.804922, 4.772192, 0.101168], [4.307118, 1.114738, 2.703342], [5.761003, 3.429468, 2.759903], [4.594521, 4.955515, 1.093856], [-0.344410, 8.079322, -2.722025], [-0.427432, 6.593169, -2.532486], [-0.672016, 6.025594, -1.293354], [-0.812821, 4.651069, -1.134722], [-1.073065, 4.107534, 0.235578], [-0.722738, 3.824917, -2.250251], [-1.300876, 1.771628, -2.123712], [0.438140, 0.959764, -1.167526], [1.573189, 0.564566, -1.607210], [2.383049, -0.147841, -0.930552], [2.060662, 0.897736, -2.986277], [3.153236, 1.738215, -3.147572], [3.617243, 2.041915, -4.415354], [3.012526, 1.482617, -5.530305], [1.945084, 0.615377, -5.371870], [1.471519, 0.323853, -4.103424], [-3.084729, 2.123620, -3.603245], [-3.239529, 1.298658, -4.713348], [-2.064780, 0.605796, -5.339853], [-4.490151, 1.125826, -5.296507], [-5.615546, 1.737076, -4.776143], [-6.974909, 1.463747, -5.350199], [-5.453628, 2.587684, -3.691003], [-4.210753, 2.787285, -3.109180], [-4.079550, 3.745945, -1.964539], [-0.399312, 4.371507, -3.489378], [-0.216948, 3.505184, -4.692704], [-0.260544, 5.745100, -3.616792], [-0.521733, 8.605320, -1.786846], [-1.090621, 8.405226, -3.446804], [0.636969, 8.360858, -3.103729], [-0.780254, 6.664436, -0.426783], [-2.130862, 4.198757, 0.483130], [-0.511905, 4.667126, 0.981135], [-0.782607, 3.061481, 0.293249], [3.643626, 2.135290, -2.272622], [4.464549, 2.705589, -4.533959], [3.384231, 1.708054, -6.519602], [1.481034, 0.154687, -6.233141], [0.658835, -0.375705, -3.972732], [-1.229038, 0.588583, -4.642723], [-1.751588, 1.138235, -6.239045], [-2.316132, -0.415600, -5.619541], [-4.580907, 0.490808, -6.168278], [-6.892365, 0.909724, -6.283397], [-7.517497, 2.388496, -5.542107], [-7.556156, 0.866733, -4.646169], [-6.318171, 3.099203, -3.288392], [-5.051497, 4.134783, -1.668698], [-3.443340, 4.581628, -2.255528], [-3.618133, 3.257443, -1.106350], [0.284046, 2.579864, -4.410229], [0.376742, 4.011705, -5.451614], [-1.189843, 3.258138, -5.116621], [-0.039820, 6.163939, -4.589612]],
  "forces_ev_per_angstrom": [[0.0, -0.1, -0.4], [0.0, 0.1, -0.1], [0.0, 0.1, -0.1], [0.0, -0.1, 0.0], [-0.1, -0.1, -0.1], [0.0, -0.1, 0.0], [0.1, -0.1, 0.0], [0.1, 0.0, 0.1], [-0.3, -0.4, -0.1], [0.2, 0.7, 0.4], [-0.4, -0.1, -0.2], [0.3, -0.1, -0.2], [0.5, -0.3, -0.3], [-0.2, 0.0, 0.0], [-0.1, 0.1, -0.1], [-0.1, 0.1, 0.2], [0.6, -0.1, 0.0], [-0.2, 0.4, -0.1], [-0.1, 0.2, 0.3], [0.4, 0.1, -0.1], [-0.1, -0.1, -0.7], [-0.1, 0.1, 0.5], [0.0, -0.1, 0.0], [0.1, 0.0, 0.0], [0.1, 0.0, 0.1], [0.0, 0.1, 0.1], [0.1, 0.0, 0.2], [0.0, -0.1, 0.0], [0.1, -0.1, -0.1], [0.0, -0.1, 0.1], [0.1, 0.0, 0.0], [0.1, 0.0, 0.1], [0.0, 0.0, 0.0], [0.0, 0.0, 0.0], [-0.1, 0.0, 0.0], [0.1, 0.0, -0.1], [-0.1, 0.1, -0.1], [0.0, 0.1, 0.0], [-0.1, -0.1, 0.0], [0.0, 0.0, 0.0], [0.0, 0.0, 0.1], [0.0, -0.1, 0.0], [0.1, -0.1, 0.0], [-0.1, -0.1, 0.0], [0.0, 0.0, 0.0], [-0.1, 0.0, 0.1], [-0.1, 0.0, 0.0], [-0.1, 0.0, 0.0], [0.0, 0.1, 0.0], [-0.1, 0.2, 0.1], [-0.2, 0.3, 0.4], [0.0, 0.0, -0.1], [-0.5, 0.1, -0.5], [-0.1, -0.2, 0.3], [0.1, 0.0, -0.1], [-0.1, -0.1, 0.0], [-0.4, -0.1, 0.2], [-0.1, 0.0, 0.1], [0.0, -0.2, 0.5], [0.0, -0.1, 0.2], [-0.2, -0.5, 0.1], [0.2, 0.4, -0.3], [-0.2, -0.3, 0.9], [0.4, 0.2, -0.3], [0.2, 0.3, -0.5], [0.0, 0.0, 0.0], [0.1, 0.0, -0.1], [0.1, 0.1, -0.1], [0.0, 0.0, 0.0], [0.1, 0.0, -0.1], [-0.1, 0.0, 0.0], [0.1, 0.0, 0.0], [0.0, 0.0, -0.1], [0.0, 0.1, 0.0], [0.0, 0.0, -0.1], [0.1, -0.1, 0.0], [0.0, 0.1, 0.0], [0.0, 0.0, 0.0], [0.0, 0.3, -0.2], [-0.4, -0.1, -0.4], [0.4, 0.2, 0.2], [0.2, -0.2, 0.3], [0.0, 0.0, -0.1], [0.0, 0.0, -0.1], [0.0, 0.0, -0.1], [-0.1, 0.1, 0.0], [0.1, -0.2, 0.2], [0.1, 0.1, 0.1], [-0.1, -0.1, -0.1], [0.0, -0.1, 0.0], [0.0, 0.0, 0.0], [0.0, 0.1, -0.1], [0.0, 0.0, 0.1], [0.0, 0.0, 0.0], [0.0, -0.2, 0.2], [-0.7, 0.4, -0.7], [-0.5, 0.2, 0.7], [0.4, -0.1, -0.8], [0.4, -0.5, 0.8], [0.0, -0.1, -0.1], [-0.1, 0.0, 0.1], [0.1, 0.1, 0.0], [0.0, 0.0, -0.1], [0.0, -0.1, 0.0], [0.0, -0.1, 0.0], [0.4, -0.3, 0.2], [0.3, 0.0, 0.0], [0.0, -0.1, 0.1], [-0.1, 0.1, 0.1], [0.0, 0.0, -0.1], [0.0, 0.0, 0.0], [0.0, 0.0, -0.1], [0.0, 0.2, 0.1], [-0.1, 0.0, 0.0], [0.1, 0.0, -0.3], [0.0, 0.0, -0.1], [0.0, 0.0, 0.1], [0.0, 0.1, 0.0], [0.0, 0.1, 0.0], [0.0, 0.1, 0.0], [0.0, 0.1, 0.1], [-0.1, -0.1, 0.1], [0.1, 0.0, 0.1], [0.0, 0.0, 0.2], [0.1, 0.1, 0.1], [0.0, 0.0, 0.0], [0.0, 0.0, -0.1], [0.0, 0.0, -0.1], [-0.1, 0.0, 0.0], [0.1, 0.0, -0.2], [0.1, 0.0, -0.1], [0.0, -0.1, -0.1], [0.0, -0.1, -0.1], [-0.1, 0.0, 0.0], [-0.1, 0.0, 0.0], [-0.1, 0.0, 0.0], [-0.1, 0.1, 0.1], [-0.1, 0.0, 0.1], [0.1, 0.1, 0.1], [0.0, 0.0, 0.1], [0.0, 0.0, -0.2], [0.0, 0.0, 0.0], [0.0, -0.1, -0.1], [0.1, 0.0, -0.1]],
  "mol_weight_g_mol": 1299.44,
  "charge": -1,
  "orbital_gap_ev": [6.790, 6.148],
  "spin_multiplicity": 2,
  "e_tot_ev": -129301.5497
}